{"formula": "C4H6BrN2", "method": "the ωB97M-V functional and the def2-TZVPD basis", "elements": ["C", "C", "N", "C", "Br", "N", "C", "H", "H", "H", "H", "H", "H"], "coordinates": [[-0.966938, 1.414837, 2.099463], [-0.294463, 0.380840, 1.698646], [-0.462387, -0.016556, 0.354703], [0.570448, -0.369793, -0.443810], [2.278309, -0.242631, 0.370510], [0.586296, -0.509087, -1.733544], [0.554036, -1.183301, -2.759959], [-0.903770, 2.060609, 3.076470], [-1.764754, 1.670292, 1.414715], [0.505001, 0.055946, 2.394583], [-1.336009, -0.187343, -0.096530], [0.480983, -2.279950, -2.597770], [0.753248, -0.793864, -3.777477]], "forces_ev_per_angstrom": [[-2.0510, 2.4619, 1.6654], [1.6518, 0.4104, 1.8630], [2.2471, -2.1528, -2.1184], [0.5363, 1.1095, 1.5179], [-0.1694, -0.3155, -0.5800], [-0.6762, 1.9512, 1.5784], [0.6394, -2.5179, -1.0916], [0.0711, -1.9478, -1.9446], [-0.1442, 0.8608, 0.0787], [-0.4437, -0.6846, -1.3448], [-1.0735, 0.2795, 0.3090], [-0.1988, 0.4596, -0.6700], [-0.3890, 0.0855, 0.7370]], "multiplicity": 1, "gap_ev": 9.11, "e_lumo_ev": -4.82, "charge": 1, "smiles": "C=C/[NH+]=C(\\Br)N=C", "e_homo_ev": -13.9}



{"formula": "C4H6BrN3O", "method": "the ωB97M-V functional and the def2-TZVPD basis", "elements": ["C", "C", "C", "C", "N", "N", "N", "O", "Br", "H", "H", "H", "H", "H", "H"], "coordinates": [[-2.161579, 0.213285, 0.768082], [-1.442339, 1.278086, 0.123844], [0.171841, -1.080963, 0.084055], [2.386156, -1.984116, -0.065033], [-0.173893, 1.279071, -0.162963], [0.591338, 0.144542, -0.110476], [-2.098888, 2.463276, -0.083785], [0.968017, -2.100817, 0.105701], [-3.527089, -0.579235, -0.166484], [2.760589, -3.001420, -0.156335], [2.832519, -1.495822, 0.807297], [2.624675, -1.424168, -0.972661], [1.554705, 0.406229, -0.347848], [-2.972288, 2.608923, 0.396142], [-1.513767, 3.273127, -0.219533]], "forces_ev_per_angstrom": [[0.8473, -0.8675, 0.5082], [1.1372, -0.3228, -0.4345], [-2.7074, 1.2616, 0.3185], [0.2306, 0.2386, 0.0601], [-0.5048, 0.9486, -0.2031], [1.2609, -0.4653, -0.0717], [-0.4748, 0.0428, -0.0318], [0.6310, -0.6043, -0.0145], [-0.1526, 0.0573, -0.2962], [-0.0210, 0.1180, 0.0258], [-0.0328, -0.0446, -0.1170], [0.0211, -0.0577, 0.0112], [-0.3669, -0.2441, 0.1752], [0.1246, 0.0374, -0.0026], [0.0074, -0.0979, 0.0724]], "multiplicity": 1, "gap_ev": 7.52, "e_lumo_ev": -0.52, "charge": 0, "e_homo_ev": -8.0}



{"formula": "C4H6BrN3P", "method": "the ωB97M-V functional and the def2-TZVPD basis", "elements": ["C", "C", "C", "C", "N", "N", "N", "P", "Br", "H", "H", "H", "H", "H", "H"], "coordinates": [[-0.776333, 2.034316, 0.696031], [0.458067, 2.492149, 0.560621], [1.512312, 1.311867, 0.282966], [0.731819, 0.038014, 0.067903], [2.715187, 1.556352, 0.211053], [-0.544429, 0.172412, 0.235908], [1.249555, -1.092001, -0.338221], [-1.795333, -0.872659, -0.149410], [1.172033, 4.074076, 0.893744], [-1.816146, 2.207024, 0.809680], [3.285543, 0.752121, 0.157183], [2.174911, -1.520626, -0.480826], [0.535869, -1.770027, -0.687789], [-2.712133, 0.156203, 0.260560], [-1.953473, -1.607342, 1.048604]], "forces_ev_per_angstrom": [[-0.6986, -4.8942, -1.3254], [3.0956, -3.4159, -0.4702], [-5.3413, -0.6674, -0.0936], [4.6990, 3.9009, 0.6379], [2.5898, 1.4444, 0.1574], [-3.2561, 5.1049, 1.8298], [-0.6804, -3.9274, -1.5872], [-1.6509, 0.6710, 0.3291], [0.0599, 1.2642, 0.2128], [-0.5017, 0.2488, 0.0757], [1.0132, -0.8854, -0.2323], [-0.2914, 1.5258, 0.4490], [0.9177, 0.6178, 0.4473], [-0.1809, -0.8360, -0.5483], [0.2262, -0.1516, 0.1179]], "multiplicity": 3, "gap_ev": [5.68, 4.97], "e_lumo_ev": [-4.58, -8.55], "charge": 1, "e_homo_ev": [-10.3, -13.5]}



{"formula": "C4H6BrNO2", "method": "the ωB97M-V functional and the def2-TZVPD basis", "elements": ["N", "C", "C", "O", "C", "Br", "C", "O", "H", "H", "H", "H", "H", "H"], "coordinates": [[2.766870, -0.731452, 0.901356], [1.680409, -0.986752, 0.642914], [0.415184, -1.205438, 0.141369], [0.306114, -1.289728, -1.297044], [-0.652109, 0.059613, 0.619284], [-2.445363, -0.436978, 0.109144], [-0.122485, 1.316686, -0.139079], [-1.094445, 2.335280, -0.010303], [-0.041205, -2.119503, 0.430272], [0.901134, -1.994930, -1.616769], [-0.634365, 0.180332, 1.625162], [-0.047354, 0.866765, -1.059238], [0.731573, 1.538829, 0.384125], [-1.763958, 2.467272, -0.731196]], "forces_ev_per_angstrom": [[0.3407, -0.0080, 0.3912], [2.6240, 0.6177, 0.3348], [-5.2896, 1.1148, -1.3872], [0.9543, 0.2529, 0.2353], [2.0345, -1.9488, -3.8086], [0.1954, 0.0090, 0.0107], [-4.6944, -1.5365, 1.4797], [-0.2708, 1.1429, -0.4725], [-0.1825, -0.7415, 1.2633], [-0.3574, 0.4616, 0.2580], [0.0316, 0.1113, 3.0850], [0.8828, 0.2143, -2.7897], [2.2893, 1.1703, 0.6272], [1.4420, -0.8599, 0.7727]], "multiplicity": 1, "gap_ev": 10.81, "e_lumo_ev": 0.47, "charge": 0, "smiles": "N#C[C@H](O)[C@H](Br)CO", "e_homo_ev": -10.3}



{"formula": "C4H6BrP", "method": "the ωB97M-V functional and the def2-TZVPD basis", "elements": ["C", "C", "C", "C", "P", "Br", "H", "H", "H", "H", "H", "H"], "coordinates": [[-0.482724, -0.213017, -0.470300], [-0.284846, -0.584508, 0.996678], [0.904766, 0.223494, 0.972274], [0.847110, 0.475266, -0.515874], [-1.955863, -0.525802, -1.237732], [-3.044628, 0.011798, -3.661381], [-1.137546, -0.192855, 1.611167], [-0.021710, -1.617429, 1.216195], [0.782339, 1.209659, 1.476953], [1.926251, -0.216046, 1.335758], [0.873334, 1.496540, -0.570985], [1.593515, -0.067101, -1.152753]], "forces_ev_per_angstrom": [[-1.9993, 0.1099, -2.6241], [-2.9742, -1.2944, 0.8594], [5.2320, 2.0685, 2.1367], [0.8405, -2.6285, -0.2816], [-0.1095, -0.1486, 0.0570], [1.4007, -0.0843, 1.6409], [0.8805, -0.7799, -0.1728], [-0.6716, -0.2413, -0.1592], [0.1768, -0.7885, -0.0342], [-2.0353, 0.5617, -0.3430], [-0.1497, 2.5168, -1.5896], [-0.5910, 0.7087, 0.5105]], "multiplicity": 1, "gap_ev": 7.95, "e_lumo_ev": -1.41, "charge": 0, "e_homo_ev": -9.4}



{"formula": "C4H6Cl10", "method": "the ωB97M-V functional and the def2-TZVPD basis", "elements": ["Cl", "C", "Cl", "Cl", "H", "Cl", "C", "Cl", "Cl", "H", "Cl", "C", "Cl", "H", "H", "Cl", "C", "Cl", "H", "H"], "coordinates": [[-0.397622, -0.690854, 6.248125], [-1.094885, -0.857880, 4.662442], [-2.771250, -1.432415, 4.839888], [-0.176045, -1.988833, 3.675014], [-1.116881, 0.086393, 4.118406], [2.602137, -1.275338, 1.325038], [1.861190, -0.654529, -0.176723], [2.128894, -1.889405, -1.458273], [2.644321, 0.856211, -0.798822], [0.785296, -0.501564, -0.092164], [-0.240346, -0.731693, -4.982103], [1.079450, 0.330257, -4.396097], [1.845867, 1.241834, -5.780163], [0.603338, 1.050643, -3.730915], [1.832874, -0.188057, -3.802962], [-1.165311, 1.140413, 1.565894], [-2.106860, 1.381964, 0.053343], [-0.961467, 1.338877, -1.320039], [-2.689525, 0.465320, -0.038109], [-2.663173, 2.318658, 0.088221]], "forces_ev_per_angstrom": [[0.3281, 0.2780, 0.2483], [-0.5258, -0.2605, -0.3395], [0.0503, 0.1552, -0.1940], [0.1198, -0.0623, -0.0888], [-0.0028, -0.1163, 0.3910], [-0.4932, 0.6718, -0.5316], [1.0192, -0.3319, -0.8292], [-0.3577, 0.1508, 0.3056], [-0.5039, -0.5709, 0.7566], [0.3494, 0.0945, 0.2870], [0.7119, 0.1722, 0.2880], [-0.3358, 0.6839, -0.3150], [-0.3854, -0.6531, 1.0080], [0.1031, 0.1060, -0.3577], [-0.0692, -0.2987, -0.5962], [-0.2640, 0.3419, -0.1679], [0.7836, -0.9446, 0.1115], [-0.4093, 0.3207, 0.1071], [-0.3043, 0.5473, -0.0360], [0.1859, -0.2842, -0.0472]], "multiplicity": 1, "gap_ev": 11.23, "e_lumo_ev": 0.26, "charge": 0, "smiles": "ClC(Cl)Cl.ClC(Cl)Cl.ClCCl.ClCCl", "e_homo_ev": -11.0}



{"formula": "C4H6Cl2", "method": "the ωB97M-V functional and the def2-TZVPD basis", "elements": ["C", "C", "C", "Cl", "C", "Cl", "H", "H", "H", "H", "H", "H"], "coordinates": [[0.192910, 1.390990, -0.140920], [0.093785, -0.038130, 0.070851], [1.179393, -0.812527, -0.036418], [2.765498, -0.422786, -0.634681], [-1.165008, -0.764282, 0.321942], [-2.498514, -0.370913, -0.769536], [0.263303, 1.907500, 0.869387], [1.120565, 1.705040, -0.696302], [-0.634677, 1.695108, -0.780682], [1.199433, -1.907750, 0.198736], [-0.997949, -1.868718, 0.186363], [-1.518735, -0.513528, 1.411263]], "forces_ev_per_angstrom": [[0.7523, 2.0954, 0.0462], [2.2307, -1.5806, -0.9320], [0.0504, -1.8815, 0.1038], [-0.1897, 0.5502, 0.3302], [-0.7332, -0.8547, 2.7345], [-0.1895, 0.3080, -0.3058], [-0.5767, -0.2483, -1.2705], [-0.7883, -0.6116, 0.6250], [-0.2269, 0.5502, 0.4831], [-0.4753, 1.1568, -0.3516], [-0.2059, 1.2010, 0.5275], [0.3522, -0.6850, -1.9904]], "multiplicity": 1, "gap_ev": 10.17, "e_lumo_ev": 0.82, "charge": 0, "smiles": "C/C(=C\\Cl)CCl", "e_homo_ev": -9.3}



{"formula": "C4H6Cl2", "method": "the ωB97M-V functional and the def2-TZVPD basis", "elements": ["C", "C", "C", "Cl", "C", "Cl", "H", "H", "H", "H", "H", "H"], "coordinates": [[1.639721, -0.365812, -0.419828], [0.522930, 0.325860, 0.520480], [-0.919516, 0.420873, 0.044805], [-1.386236, 2.001845, -0.152818], [-1.826092, -0.528668, -0.068099], [-3.556134, -0.128913, -0.064368], [1.363208, -1.287438, -0.766127], [1.790694, 0.332708, -1.266055], [2.589725, -0.449813, 0.143063], [0.513911, -0.094067, 1.545521], [0.734882, 1.400170, 0.598620], [-1.467094, -1.626748, -0.115194]], "forces_ev_per_angstrom": [[-0.2419, 3.7050, 1.6834], [0.8670, -0.4914, -0.5987], [0.8536, -1.1466, 0.2107], [-0.8342, 2.3880, -0.2229], [-0.1052, -2.1591, 0.0534], [1.1173, -0.8298, -0.3869], [-0.8119, -2.3724, -0.8389], [0.0461, -0.5602, 0.3137], [-0.5533, 0.0921, -0.2797], [0.1167, 0.0542, -0.5932], [0.7511, -0.5749, 0.2930], [-1.2054, 1.8949, 0.3662]], "multiplicity": 1, "gap_ev": 10.04, "e_lumo_ev": 0.86, "charge": 0, "smiles": "CC/C(Cl)=C/Cl", "e_homo_ev": -9.2}